w) DFT (wB97M-V/def2-TZVPD) results for the molecule C5H5FN2.

Element x y z (Å)
1 H 1.53 -0.04 2.33
2 C -0.19 1.08 2.76
3 C -1.14 -0.69 -2.79
4 C 0.48 0.05 1.95
5 F -0.74 -1.60 -3.65
6 H 1.54 1.15 0.51
7 H 0.20 -1.02 2.00
8 N -0.05 0.02 -0.38
9 H -2.18 -0.35 -2.86
10 H 0.82 -0.66 -2.15
11 N -0.73 1.83 3.44
12 C -0.20 -0.32 -1.71
13 C 0.66 0.55 0.56

highest occupied orbital energy (spin up / spin down): -8.29 / -8.29 eV
SMILES string: N#CC/C=N/C=C/F
HOMO-LUMO gap (spin up / spin down): 8.06 / 8.05 eV

***

x) DFT (wB97M-V/def2-TZVPD) results for a cluster of 2 separate species, C5H5FN2 in total.

Element x y z (Å)
1 N 1.69 1.69 -0.31
2 C 0.94 0.53 -0.35
3 C -2.12 -1.27 0.94
4 H -1.32 -1.99 1.14
5 C 0.87 2.66 0.23
6 F -4.20 -0.76 -0.16
7 N -0.29 2.20 0.42
8 C -0.33 0.87 0.15
9 H 1.32 -0.44 -0.64
10 C -3.04 -1.39 0.04
11 H 2.70 1.77 -0.44
12 H 1.28 3.68 0.10
13 H -1.97 -0.35 1.60

highest occupied orbital energy (spin up / spin down): -7.59 / -7.52 eV
HOMO-LUMO gap (spin up / spin down): 4.98 / 4.60 eV

***

The structure with the greatest stability is w).

***

w) DFT (wB97M-V/def2-TZVPD) results for a structure of composition BeH13O7.

Element x y z (Å)
1 H -1.44 -1.80 0.82
2 H 0.35 0.96 -1.30
3 H 0.06 -3.11 -1.28
4 H 2.33 -0.51 0.90
5 O -0.52 -1.86 0.91
6 Be 0.38 -1.21 -0.29
7 H -1.66 1.18 -1.22
8 H -1.79 0.66 1.79
9 O 1.99 -1.29 0.41
10 H -0.70 -2.09 -2.12
11 O 1.90 3.33 0.68
12 H 2.22 2.48 0.69
13 O 0.13 -2.23 -1.62
14 H -0.39 -2.18 1.80
15 H -0.87 0.84 0.74
16 H 2.26 -1.98 1.04
17 O -2.42 1.69 -1.39
18 O 0.00 0.25 -0.72
19 O -0.97 1.02 1.64
20 H -2.12 2.58 -1.48
21 H 1.25 3.25 0.02

charge: +1
highest occupied orbital energy: -14.01 eV
HOMO-LUMO gap: 9.55 eV

***

x) DFT (wB97M-V/def2-TZVPD) results for a structure of composition BeH13O7.

Element x y z (Å)
1 O 1.35 1.48 -0.60
2 Be 0.87 -0.14 -0.57
3 H 2.26 -1.77 -1.63
4 H 1.26 1.91 0.26
5 O -2.52 0.16 1.20
6 H -1.41 1.24 -1.41
7 H 2.10 -0.13 1.46
8 O -1.70 2.10 -1.62
9 H 1.78 -1.58 1.17
10 H -2.08 -0.30 0.51
11 O 1.89 -0.83 -1.67
12 H -0.68 -1.92 2.78
13 H -2.67 2.13 -1.27
14 O -0.64 -0.29 -0.76
15 H -1.34 -0.89 -0.87
16 O 1.55 -0.67 0.94
17 H 1.18 2.13 -1.28
18 H 2.66 -0.26 -1.91
19 O -0.94 -1.99 1.87
20 H -1.77 0.68 1.57
21 H -1.16 -1.06 1.85

charge: +1
highest occupied orbital energy: -13.81 eV
HOMO-LUMO gap: 9.46 eV

***

The structure with the greatest stability is x).

***

w) DFT (wB97M-V/def2-TZVPD) results for a cluster of 2 separate species, C5H14NO3 in total.

Element x y z (Å)
1 C -1.69 -1.19 0.05
2 C -0.20 0.60 -0.61
3 C 1.11 0.78 0.16
4 H -1.43 1.88 -1.85
5 H 2.94 0.60 -0.97
6 C -0.40 1.92 -1.53
7 O 1.95 -1.11 -1.02
8 H 0.08 -0.16 -1.37
9 H 0.87 0.32 1.14
10 H 1.08 -1.61 -0.80
11 O -0.72 -1.27 3.15
12 H -1.66 -1.48 3.10
13 H -1.47 0.62 1.02
14 H 1.21 1.85 0.37
15 H 0.20 1.89 -2.44
16 H -1.74 -1.57 -1.08
17 H -0.46 -1.50 2.09
18 N -1.41 0.27 0.05
19 C 2.31 0.05 -0.31
20 H 2.98 -0.40 0.45
21 O -0.62 -1.81 0.60
22 H -0.27 2.68 -0.76
23 H -2.65 -1.36 0.58

charge: -1
highest occupied orbital energy: -3.84 eV
HOMO-LUMO gap: 7.68 eV

***

x) DFT (wB97M-V/def2-TZVPD) results for a cluster of 2 separate species, C5H14NO3 in total.

Element x y z (Å)
1 H 0.07 -2.60 0.73
2 C -1.14 0.82 0.71
3 H 1.08 0.93 1.01
4 H 0.92 -1.48 -2.77
5 H 0.84 -1.09 -0.29
6 C 1.19 0.96 -1.58
7 H -0.09 2.02 1.99
8 O 0.20 0.09 2.63
9 H -1.49 1.86 0.49
10 O -0.36 -2.60 1.60
11 C 0.40 -0.39 -1.02
12 H 0.93 -0.53 2.55
13 H 1.39 0.74 -2.62
14 H -0.54 -1.73 1.98
15 C 0.14 1.06 1.53
16 H -1.96 0.54 1.41
17 H 2.10 1.12 -0.96
18 O 0.39 2.04 -1.44
19 H -1.63 -0.87 -0.54
20 N 0.11 -1.38 -2.16
21 H -0.58 -0.96 -2.79
22 H -1.37 0.65 -1.43
23 C -1.04 0.05 -0.57

charge: -1
highest occupied orbital energy: -2.71 eV
HOMO-LUMO gap: 6.45 eV

***

The structure with the greatest stability is w).

***

w) DFT (wB97M-V/def2-TZVPD) results for the molecule CH6P2S.

Element x y z (Å)
1 H 2.31 -0.34 -0.22
2 H 0.89 1.86 -0.02
3 C -0.04 1.32 0.47
4 S -0.25 -0.25 -0.53
5 P 1.42 -1.43 0.26
6 H -1.04 1.74 0.33
7 P -2.11 -0.82 0.21
8 H 0.29 1.08 1.58
9 H 1.12 -2.07 -0.97
10 H -2.60 -1.08 -1.12

highest occupied orbital energy: -7.16 eV
SMILES string: [H]/P=S(/C)#[PH2]
HOMO-LUMO gap: 7.21 eV

***

x) DFT (wB97M-V/def2-TZVPD) results for the molecule CH6P2S.

Element x y z (Å)
1 H 0.44 0.25 1.81
2 P -1.89 -1.06 -0.11
3 P 1.91 -1.39 -0.12
4 C -0.28 1.20 -0.57
5 S 0.01 -0.42 0.32
6 H -1.92 -2.34 0.12
7 H -1.35 1.42 -0.67
8 H 1.14 -1.78 -1.18
9 H 0.43 1.83 -0.10
10 H 0.13 1.08 -1.57

highest occupied orbital energy: -7.78 eV
SMILES string: C[SH](=P)=P
HOMO-LUMO gap: 6.99 eV

***

The structure with the greatest stability is w).

***

w) DFT (wB97M-V/def2-TZVPD) results for a cluster of 2 separate species, C2H3ClO3 in total.

Element x y z (Å)
1 H -0.36 1.15 -1.11
2 C -1.64 0.07 -0.13
3 H 1.87 -0.03 1.93
4 H 0.70 -1.25 -0.30
5 C 1.14 -0.39 0.18
6 Cl -3.27 -0.41 -0.33
7 O 1.39 0.54 -0.57
8 O -1.34 0.96 -1.06
9 O 1.49 -0.64 1.39

highest occupied orbital energy: -9.37 eV
HOMO-LUMO gap: 9.76 eV

***

x) DFT (wB97M-V/def2-TZVPD) results for a cluster of 2 separate species, C2H3ClO3 in total.

Element x y z (Å)
1 C 0.16 1.09 0.66
2 O 0.24 -1.14 -1.59
3 C 0.27 -1.48 -0.33
4 H 1.06 0.81 1.21
5 H -1.66 1.49 0.96
6 O 0.13 1.31 -0.53
7 O -0.87 1.23 1.46
8 H 0.15 -0.16 -1.64
9 Cl 0.50 -3.16 -0.19

highest occupied orbital energy: -9.30 eV
HOMO-LUMO gap: 9.83 eV

***

The structure with the greatest stability is x).

***

w) DFT (wB97M-V/def2-TZVPD) results for the ion C2H7N4S with charge +1.

Element x y z (Å)
1 C -0.40 0.86 -0.19
2 H -2.38 -1.95 -1.86
3 N 2.03 -0.60 1.75
4 C -1.38 -1.42 -1.62
5 S -1.34 0.39 -1.50
6 H 2.34 -0.42 2.64
7 H 0.10 2.43 1.01
8 N 0.67 0.10 0.28
9 H 2.72 -0.57 0.99
10 N -0.44 2.12 0.22
11 H -1.08 -1.92 -0.66
12 N 0.84 -0.15 1.50
13 H -1.04 2.92 -0.19
14 H -0.63 -1.80 -2.36

charge: +1
highest occupied orbital energy: -14.20 eV
HOMO-LUMO gap: 9.65 eV

***

x) DFT (wB97M-V/def2-TZVPD) results for the ion C2H7N4S with charge +1.

Element x y z (Å)
1 N -0.45 1.80 0.18
2 H -0.05 2.01 1.09
3 C 0.14 -1.70 -0.47
4 N -0.62 -1.67 0.65
5 S 2.09 0.20 0.33
6 N -0.57 0.53 -0.23
7 N 0.56 -0.16 -0.73
8 H -1.34 2.20 0.00
9 C -1.18 -0.56 0.68
10 H 0.81 0.10 -1.71
11 H -1.99 -0.18 1.26
12 H 2.01 1.47 0.59
13 H 1.02 -2.19 -0.28
14 H -0.42 -1.86 -1.37

charge: +1
highest occupied orbital energy: -14.46 eV
SMILES string: NN1C=NC[N@@H+]1S
HOMO-LUMO gap: 9.93 eV

***

The structure with the greatest stability is w).